[1]
# C34H41BrN7O3RbSSi

C34H41BrN7O3RbSSi as an isolated structure (ωB97M-V/def2-TZVPD, the Open Molecules 2025 dataset).

Last column: Mulliken charge in e.
Atoms and positions in Å:
Rb: -1.314 0.470 0.590  0.830
N: -0.655 0.790 3.930  -0.232
C: -0.656 2.153 4.017  -0.093
S: -1.719 2.926 5.086  -0.518
N: 0.194 2.882 3.248  -0.942
N: 0.860 2.123 2.366  0.199
C: 1.738 2.686 1.600  0.219
C: 2.099 4.136 1.643  0.284
C: 2.273 4.845 0.452  -0.139
C: 2.630 6.186 0.456  -0.713
C: 2.825 6.849 1.660  -0.327
C: 2.653 6.157 2.852  -0.730
C: 2.288 4.819 2.845  -0.186
C: 2.443 1.820 0.640  -0.255
C: 3.768 2.077 0.268  -0.775
C: 4.393 1.233 -0.630  -0.588
C: 3.697 0.149 -1.142  -1.044
C: 2.388 -0.035 -0.724  -0.381
N: 1.773 0.777 0.134  0.859
H: -1.464 0.296 4.258  0.281
H: -0.036 0.386 3.243  0.283
H: 2.119 4.330 -0.489  0.498
H: 2.748 6.715 -0.482  0.363
H: 3.100 7.898 1.671  0.362
H: 2.789 6.668 3.798  0.370
H: 2.118 4.292 3.773  0.457
H: 4.296 2.919 0.697  0.526
H: 5.424 1.413 -0.914  0.381
H: 4.146 -0.542 -1.845  0.479
H: 1.796 -0.883 -1.054  0.359
Br: 1.338 -1.870 -6.699  -0.262
C: 0.471 -0.854 -5.337  -0.223
C: 0.158 -1.456 -4.131  -0.101
C: -0.459 -0.710 -3.139  0.849
C: -0.779 0.627 -3.362  -1.118
C: -0.443 1.214 -4.577  -0.210
C: 0.184 0.479 -5.572  -0.548
N: -1.373 1.368 -2.320  0.318
C: -2.431 2.009 -2.554  -0.749
C: -3.103 2.822 -1.522  0.759
C: -4.382 3.302 -1.747  -0.775
C: -5.027 3.988 -0.729  -0.327
C: -4.375 4.162 0.474  -0.734
C: -3.092 3.644 0.610  0.044
N: -2.463 3.005 -0.368  -0.154
H: 0.409 -2.492 -3.951  0.271
H: -0.672 -1.163 -2.171  0.119
H: -0.649 2.269 -4.724  0.508
H: 0.457 0.940 -6.512  0.385
H: -2.926 1.966 -3.533  0.359
H: -4.871 3.109 -2.694  0.355
H: -6.035 4.358 -0.866  0.388
H: -4.848 4.659 1.309  0.408
H: -2.557 3.734 1.552  0.374
C: 1.681 -3.624 -1.135  -1.705
Si: 0.236 -2.987 0.019  0.199
C: -1.102 -4.387 -0.396  2.292
C: -2.159 -4.445 0.709  -1.903
C: -0.562 -5.797 -0.643  -1.894
C: -1.805 -3.919 -1.674  -1.601
C: 1.038 -3.412 1.779  2.452
C: 2.345 -2.614 1.827  -2.020
C: 0.147 -2.895 2.909  -1.960
C: 1.374 -4.882 2.053  -1.991
H: 2.063 -4.621 -0.872  0.541
H: 2.538 -2.941 -1.142  0.241
H: 1.315 -3.681 -2.169  0.245
H: -1.762 -4.874 1.631  0.292
H: -3.010 -5.073 0.395  0.480
H: -2.548 -3.446 0.936  0.250
H: -0.044 -6.201 0.230  0.247
H: 0.140 -5.815 -1.481  0.311
H: -1.387 -6.489 -0.890  0.526
H: -2.287 -2.949 -1.524  0.147
H: -2.581 -4.643 -1.978  0.539
H: -1.100 -3.828 -2.510  0.213
H: 2.176 -1.560 1.577  0.288
H: 3.083 -3.009 1.123  0.314
H: 2.786 -2.654 2.835  0.553
H: -0.109 -1.843 2.752  0.268
H: 0.661 -2.973 3.881  0.480
H: -0.795 -3.442 2.980  0.265
H: 1.969 -5.316 1.244  0.328
H: 0.471 -5.489 2.168  0.324
H: 1.957 -4.984 2.985  0.471
O: -4.782 0.754 0.878  -0.678
N: -4.014 -0.222 0.753  0.732
O: -3.492 -0.756 1.761  -0.525
O: -3.688 -0.625 -0.391  -0.483

Cartesian forces (eV/Å) of the 3 atoms listed first:
1.0 -0.1 0.1
0.1 0.4 -0.1
0.1 0.0 -0.4

energy above the lowest of the compared OMol25 structures with the same formula, charge and spin: 0.3356 eV
gap between HOMO and LUMO: 4.4 eV
HOMO: -0.85 eV
total charge: -2



[2]
# C21H36BrGeN2NiS4Si3

C21H36BrGeN2NiS4Si3 as an isolated structure (ωB97M-V/def2-TZVPD, the Open Molecules 2025 dataset).

Last column: Mulliken charge in e.
Atoms and positions in Å:
Ni: -0.195 0.140 -0.986  -0.613
S: -1.740 0.148 2.155  -0.106
S: -1.530 -1.064 3.840  0.050
S: 0.008 -0.506 4.871  -0.118
S: 0.125 -0.063 1.246  -0.273
Br: -1.795 -6.982 0.330  -0.217
C: -1.437 -5.274 -0.416  0.113
C: -1.884 -4.134 0.234  -0.775
C: -1.621 -2.892 -0.312  -0.054
C: -0.911 -2.765 -1.511  -0.120
C: -0.461 -3.930 -2.141  -0.191
C: -0.726 -5.178 -1.599  -0.665
N: -0.655 -1.488 -2.009  0.148
C: -0.544 -1.291 -3.320  -0.567
C: -0.163 -0.017 -3.776  0.183
C: -0.045 0.320 -5.147  -0.885
C: 0.345 1.576 -5.509  -0.604
C: 0.631 2.526 -4.504  -0.920
C: 0.494 2.139 -3.195  -0.750
N: 0.103 0.920 -2.805  1.267
H: -2.441 -4.220 1.158  0.422
H: -1.979 -1.996 0.178  0.449
H: 0.130 -3.857 -3.044  0.482
H: -0.367 -6.073 -2.090  0.399
H: -0.780 -2.075 -4.033  0.512
H: -0.269 -0.433 -5.891  0.454
H: 0.437 1.841 -6.554  0.418
H: 0.950 3.529 -4.745  0.463
H: 0.708 2.839 -2.394  0.443
C: 3.184 0.975 -1.937  -1.097
Si: 2.952 1.494 -0.156  0.575
C: 4.080 2.961 0.169  -1.146
C: 3.501 0.014 0.858  -1.122
Ge: 0.773 2.130 0.771  -0.106
Si: 1.340 3.108 2.924  0.738
C: 1.955 4.862 2.647  -1.146
C: 2.710 2.110 3.729  -0.994
C: -0.101 3.197 4.125  -1.117
Si: -1.144 3.366 -0.105  0.825
C: -2.269 3.801 1.330  -0.991
C: -0.379 4.947 -0.776  -1.104
C: -2.295 2.610 -1.376  -1.097
H: 4.221 0.627 -1.999  0.499
H: 3.059 1.782 -2.657  0.276
H: 2.531 0.153 -2.225  0.199
H: 5.064 2.754 -0.259  0.435
H: 4.214 3.147 1.235  0.245
H: 3.705 3.877 -0.292  0.334
H: 4.521 -0.236 0.550  0.394
H: 2.879 -0.859 0.648  0.323
H: 3.503 0.180 1.933  0.252
H: 2.804 4.915 1.965  0.285
H: 2.274 5.268 3.611  0.416
H: 1.171 5.517 2.263  0.297
H: 3.667 2.252 3.226  0.296
H: 2.482 1.044 3.754  0.163
H: 2.821 2.449 4.763  0.455
H: -0.707 4.087 3.961  0.419
H: 0.307 3.260 5.138  0.406
H: -0.749 2.321 4.081  0.239
H: -1.768 4.250 2.181  0.153
H: -2.823 2.929 1.681  0.270
H: -2.998 4.523 0.949  0.397
H: 0.129 5.516 0.003  0.260
H: -1.169 5.581 -1.190  0.421
H: 0.339 4.755 -1.575  0.332
H: -2.594 1.590 -1.121  0.285
H: -1.902 2.602 -2.389  0.311
H: -3.195 3.233 -1.362  0.478

Cartesian forces (eV/Å) of the 3 atoms listed first:
0.1 0.0 0.1
0.0 0.0 -0.1
0.0 0.0 0.0

energy above the lowest of the compared OMol25 structures with the same formula, charge and spin: 1.6896 eV
gap between HOMO and LUMO (spin up / spin down): 5.6 / 5.6 eV
HOMO (spin up / spin down): -5.63 / -7.73 eV
2S+1: 4